Entry 1:
Computed, not measured: a 2-piece molecular cluster, C2H3NO2 overall at a distorted geometry, with ωB97M-V with the def2-TZVPD basis set.

Computed properties:
- total charge = 0
- HOMO level (spin up / spin down) (eV) = -9.929 / -11.016
- E_LUMO (spin up / spin down) (eV) = -0.80 / -1.52

Geometry (Å):
C -0.93 -0.25 -0.31
C -0.30 -1.06 0.62
N -1.31 0.66 -0.87
O 1.08 1.52 -0.14
O 1.52 0.29 -0.40
H -0.49 -0.68 1.59
H 0.05 -2.13 0.32
H 0.38 1.65 -0.81

Entry 2:
Computed, not measured: C32H28BrCl88N3Ta as an isolated structure at a distorted geometry, with ωB97M-V with the def2-TZVPD basis set.

Computed properties:
- total charge = -1
- HOMO level (eV) = -4.805
- E_LUMO (eV) = 0.78

Geometry (Å):
C -0.73 0.63 5.85
C -1.25 0.44 4.35
C -2.33 -0.73 4.23
C -2.10 -1.44 2.79
C -2.88 -2.82 2.65
Ta -2.44 0.07 1.06
C -4.47 -0.84 0.43
C -5.74 -0.32 1.29
C -6.02 -1.20 2.57
Br -7.95 -1.10 3.02
C -1.32 -1.39 -0.35
C -0.17 -0.75 -1.26
N 1.08 -1.56 -1.04
N -0.53 -0.98 -2.69
N 0.05 0.67 -0.93
H -1.43 1.34 6.38
H -0.57 -0.33 6.40
H 0.28 1.15 5.82
H -1.78 1.39 4.06
H -0.37 0.22 3.68
H -2.11 -1.55 4.99
H -3.37 -0.32 4.32
H -0.98 -1.69 2.77
H -2.21 -3.62 3.11
H -3.08 -3.15 1.60
H -3.79 -2.78 3.31
H -0.87 0.92 1.61
H -3.36 1.25 2.21
H -2.61 1.36 -0.24
H -4.68 -0.45 -0.62
H -4.48 -1.97 0.33
H -5.68 0.79 1.50
H -6.64 -0.47 0.60
H -5.77 -2.28 2.33
H -5.37 -0.84 3.41
H -0.83 -2.16 0.31
H -2.12 -1.91 -0.97
H 0.85 -2.56 -0.99
H 1.50 -1.34 -0.13
H -1.53 -0.75 -2.79
H 0.01 -0.30 -3.22
H 0.23 1.24 -1.76
H 0.84 0.75 -0.27
C -2.58 3.58 -2.59
Cl -2.77 3.87 -0.85
Cl -1.37 4.71 -3.25
Cl -2.06 1.91 -2.87
Cl -4.14 3.86 -3.41
C 0.72 -7.34 3.36
Cl 1.92 -8.46 2.69
Cl -0.86 -8.14 3.41
Cl 1.20 -6.88 5.00
Cl 0.61 -5.89 2.34
C 4.63 -2.10 0.51
Cl 6.24 -1.72 1.17
Cl 3.84 -3.32 1.53
Cl 3.64 -0.62 0.48
Cl 4.81 -2.73 -1.14
C -1.43 -7.61 9.34
Cl -0.29 -8.59 10.29
Cl -3.00 -8.43 9.28
Cl -1.62 -6.03 10.12
Cl -0.80 -7.40 7.70
C -0.89 8.25 -1.89
Cl 0.08 7.58 -3.21
Cl -0.33 7.53 -0.37
Cl -0.72 10.02 -1.83
Cl -2.60 7.83 -2.14
C 4.32 6.94 -2.04
Cl 4.08 5.85 -3.42
Cl 5.50 6.23 -0.92
Cl 4.95 8.49 -2.65
Cl 2.79 7.23 -1.19
C -5.73 -0.27 -3.65
Cl -5.97 0.98 -2.41
Cl -6.73 -1.69 -3.26
Cl -6.22 0.38 -5.23
Cl -4.02 -0.73 -3.69
C 7.31 -4.99 3.95
Cl 8.72 -4.31 3.12
Cl 7.19 -4.29 5.58
Cl 5.84 -4.61 3.04
Cl 7.49 -6.75 4.08
C 2.10 -10.61 7.88
Cl 3.31 -11.72 7.19
Cl 0.52 -11.41 7.92
Cl 2.58 -10.17 9.53
Cl 2.00 -9.15 6.88
C 5.70 -5.42 -4.38
Cl 7.01 -6.09 -3.39
Cl 4.23 -6.39 -4.16
Cl 5.37 -3.75 -3.87
Cl 6.18 -5.43 -6.09
C 0.24 3.37 -8.72
Cl 1.31 3.09 -10.11
Cl 0.74 2.33 -7.38
Cl 0.34 5.07 -8.23
Cl -1.43 2.98 -9.18
C -2.78 -4.57 -4.17
Cl -1.85 -5.01 -2.73
Cl -3.12 -6.01 -5.16
Cl -4.30 -3.80 -3.69
Cl -1.84 -3.42 -5.16
C 11.11 -2.54 5.86
Cl 11.33 -3.16 4.21
Cl 9.86 -1.28 5.85
Cl 10.61 -3.86 6.93
Cl 12.64 -1.85 6.44
C 2.20 -9.84 -1.34
Cl 3.18 -10.55 -0.04
Cl 1.90 -11.07 -2.57
Cl 0.65 -9.29 -0.67
Cl 3.08 -8.48 -2.06
C 4.31 6.96 -7.51
Cl 3.96 7.77 -5.97
Cl 3.46 5.40 -7.60
Cl 3.76 7.99 -8.85
Cl 6.06 6.69 -7.65
C -6.26 4.35 1.04
Cl -5.24 3.79 2.37
Cl -5.80 6.02 0.60
Cl -6.03 3.29 -0.36
Cl -7.96 4.32 1.54
C 1.34 11.19 -9.47
Cl 1.81 10.56 -7.88
Cl 2.17 10.28 -10.75
Cl -0.41 11.03 -9.68
Cl 1.79 12.91 -9.58
C 5.01 15.58 -11.25
Cl 3.63 14.64 -10.65
Cl 5.43 15.03 -12.88
Cl 4.59 17.30 -11.29
Cl 6.40 15.33 -10.17
C -8.54 1.54 6.47
Cl -9.89 0.39 6.49
Cl -8.91 2.90 7.55
Cl -7.06 0.73 7.01
Cl -8.31 2.15 4.82
C 9.42 2.11 7.92
Cl 9.98 3.64 8.63
Cl 8.09 1.45 8.89
Cl 8.84 2.41 6.26
Cl 10.76 0.95 7.87
C -11.32 6.29 2.72
Cl -11.50 6.58 4.46
Cl -10.11 7.42 2.06
Cl -10.78 4.62 2.45
Cl -12.88 6.56 1.91
C 0.47 -9.02 -5.97
Cl 0.65 -9.71 -7.59
Cl -0.74 -7.71 -6.04
Cl -0.04 -10.30 -4.86
Cl 2.01 -8.35 -5.41

Entry 3:
Computed, not measured: a 2-piece molecular cluster, C3H12N2S overall at a distorted geometry, with ωB97M-V with the def2-TZVPD basis set.

Computed properties:
- total charge = 0
- HOMO level (eV) = -8.480
- E_LUMO (eV) = 0.95

Geometry (Å):
C -0.33 0.76 -1.55
S -1.50 0.83 -0.20
C -2.78 -0.32 -0.90
H 0.71 0.90 -1.23
H -0.64 1.40 -2.41
H -0.21 -0.25 -2.01
H -2.32 -1.04 -1.54
H -3.38 -0.69 -0.03
H -3.51 0.33 -1.48
N 1.03 -1.24 1.55
C 2.39 -1.06 1.11
N 2.47 0.24 0.46
H 0.90 -0.52 2.26
H 0.38 -1.02 0.81
H 3.08 -0.99 1.92
H 2.65 -1.81 0.31
H 2.86 1.03 0.94
H 2.48 0.24 -0.53

Entry 4:
Computed, not measured: a 2-piece molecular cluster, CH3IN4 overall at a distorted geometry, with ωB97M-V with the def2-TZVPD basis set.

Computed properties:
- total charge = 0
- HOMO level (eV) = -10.191
- E_LUMO (eV) = -0.89

Geometry (Å):
C 1.31 0.47 -0.25
N 0.73 -0.84 -0.48
N 0.80 -1.46 0.58
N 1.38 -0.73 1.52
N 1.70 0.40 1.10
H 2.39 0.37 -0.79
H 0.76 1.27 -0.61
I -3.84 0.75 -0.44
H -5.24 -0.23 -0.63

Entry 5:
Computed, not measured: a 2-piece molecular cluster, C2H6FOP overall at a distorted geometry, with ωB97M-V with the def2-TZVPD basis set.

Computed properties:
- total charge = 0
- HOMO level (eV) = -9.037
- E_LUMO (eV) = 0.45

Geometry (Å):
C -0.02 1.80 0.09
C 0.39 -1.06 -0.43
O 0.41 0.78 -2.55
F -3.48 0.43 1.44
P 0.40 0.66 -1.09
H -4.22 0.56 0.85
H 0.24 1.63 1.03
H -0.13 2.86 -0.24
H 0.17 -1.20 0.61
H -0.10 -1.77 -0.98
H 1.50 -1.44 -0.49

Entry 6:
Computed, not measured: C40H33Br2IN2O2PRb as an isolated structure at a distorted geometry, with ωB97M-V with the def2-TZVPD basis set.

Computed properties:
- total charge = 0
- HOMO level (eV) = -7.093
- E_LUMO (eV) = 0.08

Geometry (Å):
Rb 0.60 1.93 -0.07
N 0.31 0.44 2.83
C 0.64 1.05 4.03
C 0.79 0.34 5.20
C 1.16 0.97 6.39
C 1.40 2.32 6.44
C 1.28 3.08 5.25
C 1.52 4.47 5.22
C 1.41 5.15 4.03
C 1.06 4.43 2.88
N 0.82 3.14 2.86
C 0.91 2.46 4.04
H -0.07 -0.49 2.91
H -0.22 1.02 2.19
H 0.60 -0.73 5.19
H 1.26 0.38 7.30
H 1.67 2.82 7.36
H 1.81 4.98 6.13
H 1.59 6.21 3.97
H 0.99 4.95 1.93
Br -0.96 5.26 -0.24
C 0.07 5.01 -1.84
Br 1.93 4.66 -1.43
H 0.02 5.90 -2.44
H -0.31 4.11 -2.32
C -4.01 0.99 0.74
C -2.81 1.30 -0.14
O -1.70 1.35 0.40
C -3.04 1.50 -1.56
C -4.30 1.21 -2.12
C -4.57 1.39 -3.46
C -3.56 1.91 -4.29
C -2.33 2.22 -3.79
C -1.99 2.01 -2.41
O -0.81 2.29 -2.00
H -3.67 0.94 1.77
H -4.44 0.02 0.47
H -4.78 1.74 0.64
H -5.09 0.82 -1.49
H -5.54 1.14 -3.86
H -3.77 2.07 -5.34
H -1.56 2.63 -4.42
I 3.23 -0.44 1.12
C 3.98 -1.68 -0.44
C 5.33 -1.60 -0.62
C 6.00 -2.53 -1.44
C 5.30 -3.57 -1.98
C 3.90 -3.67 -1.81
C 3.21 -4.79 -2.32
C 1.87 -4.92 -2.16
C 1.14 -3.87 -1.58
C 1.75 -2.74 -1.09
P 0.63 -1.29 -0.73
C -0.34 -1.32 -2.29
C -1.50 -2.06 -2.57
C -2.09 -1.99 -3.82
C -1.54 -1.20 -4.82
C -0.39 -0.47 -4.56
C 0.19 -0.52 -3.30
C -0.43 -2.07 0.54
C -1.79 -1.78 0.65
C -2.53 -2.27 1.71
C -1.93 -3.06 2.68
C -0.57 -3.34 2.60
C 0.17 -2.85 1.53
C 3.18 -2.66 -1.10
H 5.90 -0.85 -0.10
H 7.07 -2.44 -1.58
H 5.81 -4.33 -2.55
H 3.78 -5.56 -2.84
H 1.35 -5.80 -2.52
H 0.06 -3.94 -1.56
H -1.94 -2.69 -1.81
H -3.00 -2.55 -4.01
H -2.02 -1.14 -5.79
H 0.04 0.15 -5.33
H 1.08 0.06 -3.10
H -2.26 -1.14 -0.09
H -3.59 -2.04 1.78
H -2.51 -3.44 3.51
H -0.09 -3.95 3.35
H 1.23 -3.08 1.47